# 1
ORCA calculation (wB97M-V/def2-TZVPD) on a molecular structure, C8H10BrCl in a non-equilibrium geometry.

- Frontier orbital gap: 8.079 eV
- Electronic energy: -3344.8362 a.u.
- Strongest force on any atom: 4.54 eV/Å
- Lowest unoccupied orbital energy: 0.589 eV
- HOMO: -7.5 eV

Each line ends with the natural charge from an NBO analysis.
Atoms and positions in Å:
C 1.47 0.89 1.11  -0.40
C 0.03 0.56 1.40  -0.39
C 1.32 0.24 -0.30  -0.40
C -0.60 -1.58 -0.10  -0.42
C -2.18 -0.10 -1.77  -0.48
C -0.08 -0.23 0.08  -0.06
C -1.27 -0.47 -0.73  0.07
C -3.07 0.51 -0.71  -0.23
Cl -2.77 2.14 -0.25  0.04
Br -4.15 -0.52 0.34  0.13
H 1.56 2.00 1.11  0.21
H 2.30 0.56 1.74  0.22
H -0.20 0.06 2.32  0.21
H -0.64 1.42 1.34  0.22
H 1.32 0.72 -1.26  0.22
H 1.94 -0.70 -0.42  0.20
H -0.01 -2.24 -0.68  0.22
H -1.24 -2.01 0.83  0.21
H -2.08 0.59 -2.65  0.23
H -2.57 -1.06 -2.19  0.24

---

# 2
ORCA calculation (wB97M-V/def2-TZVPD) on a molecular structure, C8H10BrFeN3O7P2.

- Frontier orbital gap (alpha / beta): 9.244 / 8.417 eV
- Electronic energy: -5522.5992 a.u.
- Strongest force on any atom: 0.27 eV/Å
- Relative energy (zero: lowest compared OMol25 entry of this formula, charge and spin): 0.433 eV
- 2S+1: 5
- Lowest unoccupied orbital energy (alpha / beta): -0.310 / -0.322 eV
- HOMO (alpha / beta): -9.6 / -8.7 eV

Each line ends with the Löwdin spin population.
Atoms and positions in Å:
Fe 0.32 -0.70 0.23  3.69
O -1.37 -1.89 -2.79  0.00
P -0.29 -2.59 -1.82  0.01
O -0.05 -3.99 -2.16  0.00
O -0.76 -2.17 -0.42  0.09
O 0.98 -1.60 -2.10  0.02
P 2.49 -1.40 -1.49  0.01
O 3.11 -0.42 -2.59  0.00
O 3.26 -2.63 -1.36  0.00
O 2.20 -0.54 -0.23  0.08
H -1.48 -2.42 -3.60  0.00
H 2.70 0.45 -2.58  0.00
Br -4.15 1.67 -2.60  0.00
C -2.53 1.96 -1.69  0.00
C -1.99 3.23 -1.57  0.00
C -0.80 3.38 -0.89  0.00
C -0.19 2.26 -0.35  0.00
N -0.72 1.04 -0.46  0.04
C -1.87 0.88 -1.12  0.00
H -2.50 4.08 -2.01  0.00
H -0.33 4.35 -0.78  0.00
H 0.75 2.33 0.19  0.00
H -2.24 -0.13 -1.22  0.00
N 1.33 -0.84 4.28  0.00
C 0.08 -0.34 4.53  0.00
C -0.49 -0.16 3.31  0.00
N 0.41 -0.52 2.33  0.03
C 1.49 -0.93 2.95  0.01
H 2.02 -1.09 4.97  0.00
H -0.29 -0.18 5.52  0.00
H -1.48 0.20 3.07  0.00
H 2.39 -1.28 2.46  0.00

---

# 3
ORCA calculation (wB97M-V/def2-TZVPD) on a molecular structure, C8H10EuN2O2 in a non-equilibrium geometry.

- Frontier orbital gap (alpha / beta): 3.699 / 4.972 eV
- Electronic energy: -1280.8769 a.u.
- Strongest force on any atom: 3.55 eV/Å
- Charge: -2
- 2S+1: 8
- Lowest unoccupied orbital energy (alpha / beta): 5.890 / 5.757 eV
- HOMO (alpha / beta): 2.2 / 0.8 eV

Each line ends with the Löwdin spin population.
Atoms and positions in Å:
C 1.31 -1.28 -1.07  0.00
C -0.08 -1.27 -1.38  0.00
C -0.77 -2.13 -0.44  0.00
C 0.23 -2.66 0.45  0.00
C 1.51 -2.13 0.06  0.00
Eu 0.05 0.23 0.87  6.53
C -1.51 1.93 -0.43  0.20
C -0.29 2.05 -0.93  0.22
C 0.81 2.50 -1.54  0.06
N 1.90 1.08 1.00  -0.12
H -1.83 -2.36 -0.43  0.00
H -0.55 -0.70 -2.19  0.00
H 0.05 -3.40 1.24  0.00
H 2.48 -2.40 0.49  0.00
H 2.09 -0.76 -1.64  0.00
H -2.25 1.23 -0.86  0.04
H 2.85 1.34 1.32  0.00
H -1.87 2.52 0.44  0.03
H 0.71 3.27 -2.31  0.03
H 1.82 2.15 -1.30  0.01
O -3.17 0.57 3.37  0.00
N -2.26 0.53 2.56  0.01
O -1.23 -0.30 2.73  0.00

---

# 4
ORCA calculation (wB97M-V/def2-TZVPD) on a molecular structure, C8H10F12N2O10S4Zn in a non-equilibrium geometry.

- Frontier orbital gap: 3.879 eV
- Electronic energy: -5742.8079 a.u.
- Strongest force on any atom: 4.14 eV/Å
- Relative energy (zero: lowest compared OMol25 entry of this formula, charge and spin): 10.265 eV
- Lowest unoccupied orbital energy: -6.347 eV
- HOMO: -10.2 eV

Each line ends with the natural charge from an NBO analysis.
Atoms and positions in Å:
Zn -0.03 -0.30 -0.07  1.44
C -1.65 -4.08 -3.67  0.82
F -3.00 -3.95 -3.67  -0.30
F -1.24 -4.71 -2.59  -0.29
F -1.25 -4.76 -4.72  -0.28
S -0.90 -2.29 -3.64  2.02
O 0.22 -2.33 -2.68  -0.96
O -0.50 -1.88 -5.02  -0.84
N -1.96 -1.23 -2.76  -1.11
S -2.86 -0.69 -3.96  2.12
O -2.37 0.62 -4.40  -0.91
O -3.16 -1.64 -5.04  -0.88
C -4.52 -0.45 -3.00  0.75
F -4.93 -1.58 -2.43  -0.31
F -4.50 0.53 -2.10  -0.32
F -5.41 -0.08 -3.95  -0.32
C 0.62 -2.46 4.77  0.81
F 0.61 -3.63 5.29  -0.28
F -0.63 -2.11 4.64  -0.29
F 1.35 -1.65 5.55  -0.30
S 1.49 -2.53 3.08  2.03
O 2.51 -3.61 2.99  -0.82
O 0.36 -2.63 2.16  -0.97
N 1.93 -0.85 2.73  -1.08
S 3.49 -0.88 3.12  2.13
O 3.75 -1.60 4.36  -0.90
O 4.33 -1.18 1.98  -0.89
C 3.75 0.98 3.69  0.77
F 3.50 1.74 2.60  -0.33
F 2.94 1.23 4.73  -0.31
F 5.01 1.15 4.04  -0.29
C -1.66 2.31 1.82  -0.26
O -0.88 2.42 0.64  -0.57
C -0.35 3.72 0.39  -0.08
C 0.52 3.59 -0.87  -0.09
O 1.04 2.28 -0.95  -0.57
C 2.16 2.25 -1.88  -0.27
H -2.23 3.20 2.09  0.20
H -1.01 2.06 2.65  0.18
H -2.32 1.45 1.78  0.19
H 0.24 4.06 1.24  0.18
H -1.17 4.41 0.16  0.20
H 1.25 4.40 -0.89  0.19
H -0.02 3.89 -1.78  0.19
H 2.92 2.96 -1.57  0.19
H 1.84 2.53 -2.89  0.19
H 2.73 1.33 -1.97  0.21